{
  "formula": "C2H22O8",
  "method": "ωB97M-V with the def2-TZVPD basis set",
  "elements": ["O", "H", "H", "H", "O", "H", "H", "H", "O", "H", "H", "H", "C", "C", "O", "H", "H", "H", "H", "H", "O", "H", "H", "O", "H", "H", "O", "H", "H", "O", "H", "H"],
  "xyz": [[-1.94619, 11.42381, -11.53712], [-2.44733, 10.69015, -11.90070], [-1.85061, 12.17714, -12.12446], [-1.03177, 11.17550, -11.38288], [0.26189, 13.09627, -14.76073], [0.67972, 13.90172, -15.07420], [-0.45653, 13.37627, -14.18883], [-0.05045, 12.54742, -15.48379], [-3.50719, 12.63223, -15.03228], [-2.97318, 12.40962, -15.79837], [-4.29806, 13.08600, -15.33263], [-3.03141, 13.27347, -14.49932], [-1.23937, 15.36853, -11.41880], [-2.03783, 14.93065, -12.61575], [-1.76210, 13.68416, -13.12582], [-1.60899, 16.34464, -11.10463], [-0.16775, 15.32322, -11.61290], [-1.51896, 14.81930, -10.51976], [-2.02330, 15.68346, -13.40389], [-3.06668, 14.89838, -12.25724], [-3.37820, 9.34124, -12.16312], [-3.00479, 8.51148, -12.46025], [-4.01329, 9.57472, -12.84016], [-2.34499, 12.32487, -8.68459], [-3.03361, 12.63794, -8.09805], [-2.45711, 11.37439, -8.70053], [-1.63060, 10.39837, -14.29338], [-2.26325, 9.96522, -14.86642], [-0.78604, 10.26403, -14.72339], [0.71056, 10.83626, -11.26866], [1.33034, 11.14955, -10.60992], [1.21590, 10.22135, -11.80040]],
  "atomic_forces_ev_per_a": [[0.174, 0.628, 1.435], [-1.008, -1.675, -0.644], [-0.470, 2.403, -1.472], [1.686, -0.818, 0.721], [2.243, -0.849, -1.205], [0.749, 0.605, -0.520], [-3.627, 0.998, 3.361], [0.041, -0.205, -0.528], [-1.283, -1.130, -0.887], [0.310, -0.327, -0.614], [-1.169, 0.226, -0.445], [2.454, 1.543, 2.947], [-0.273, -0.020, 0.394], [-1.292, 1.120, 0.821], [1.014, -2.994, -2.597], [0.550, 0.477, -0.463], [0.033, 0.299, 0.283], [0.371, -0.744, -0.162], [0.237, 0.289, -0.136], [-0.453, 0.267, -0.039], [0.091, 0.484, 0.029], [0.220, -0.442, 0.092], [-0.528, -0.057, -0.045], [0.193, 0.101, -0.376], [-0.151, 0.152, 0.262], [-0.053, -0.247, 0.149], [0.023, 0.790, -0.164], [-0.181, -0.452, -0.162], [0.375, -0.455, -0.029], [-0.474, 0.106, -0.325], [0.092, 0.234, 0.433], [0.104, -0.303, -0.118]],
  "lumo_ev": -7.76,
  "max_force_ha_per_bohr": 0.098,
  "e_tot_ha": -690.5907,
  "orbital_gap_ha": 0.2829,
  "charge": 2
}